Computed, not measured: a molecular structure, C34H33AsN11S5TeW in a non-equilibrium geometry, with wB97M-V/def2-TZVPD.

Computed properties:
Expectation value of S²: 2.03
Total charge: +1
LUMO energy (alpha / beta): -4.27 / -4.68 eV
2S+1: 3
Highest occupied orbital energy (alpha / beta): -0.3462 / -0.3648 Eh
Gap between HOMO and LUMO (alpha / beta): 0.1892 / 0.1926 Eh

Each line ends with the Löwdin charge.
Geometry (Å):
W (-2.6354, 1.0809, -0.8434)  0.6786
C (-3.5150, 0.7051, -5.1621)  -0.0692
C (-3.6148, 1.0580, -3.8460)  -0.1344
N (-2.8904, 0.4312, -2.8556)  -0.1248
C (-2.2563, -0.7437, -3.2793)  -0.1824
C (-2.1564, -1.0225, -4.6467)  -0.0732
N (-2.7147, -0.2935, -5.5812)  0.1159
C (-1.7542, -1.5531, -2.2006)  -0.2060
C (-1.2254, -2.8221, -2.3695)  0.0752
C (-0.8127, -3.5912, -1.2687)  -0.1040
C (-0.9587, -2.9987, -0.0172)  0.0329
C (-1.4879, -1.7172, 0.1283)  -0.2568
N (-1.8988, -0.9584, -0.9551)  -0.0250
C (-1.6502, -1.0886, 1.4033)  -0.2140
C (-1.2105, -1.6439, 2.6195)  -0.0740
N (-1.4842, -1.1329, 3.7881)  0.1313
C (-2.2156, -0.0058, 3.7946)  -0.0800
C (-2.5472, 0.6544, 2.6435)  -0.1313
N (-2.2690, 0.1563, 1.4061)  0.0296
C (-0.2782, -4.9477, -1.4222)  -0.1530
C (-0.0274, -5.4918, -2.6856)  0.0005
C (0.4346, -6.7926, -2.7907)  -0.1226
N (0.6734, -7.5663, -1.7482)  0.0767
C (0.4545, -7.0655, -0.5465)  -0.1232
C (-0.0176, -5.7815, -0.3283)  0.0039
H (-4.0529, 1.2369, -5.9318)  0.1245
H (-4.2731, 1.8671, -3.5391)  0.0778
H (-1.5571, -1.8548, -4.9836)  0.1231
H (-1.1698, -3.2056, -3.3716)  0.1070
H (-0.6562, -3.5201, 0.8717)  0.1012
H (-0.5966, -2.5307, 2.6299)  0.1169
H (-2.5062, 0.3692, 4.7597)  0.1222
H (-3.0557, 1.6157, 2.7085)  0.0567
H (-0.1844, -4.9265, -3.5874)  0.1017
H (0.6267, -7.2361, -3.7587)  0.1146
H (0.6694, -7.7275, 0.2833)  0.1148
H (-0.1848, -5.4602, 0.6852)  0.1034
S (-4.3565, 4.0682, -1.2137)  0.0460
As (-4.2561, 2.4658, 0.5148)  -0.0319
S (-5.0136, 0.5999, -0.6416)  0.0699
S (-2.6199, 3.2425, -2.0021)  0.0238
S (-5.5977, 3.1633, 1.9599)  -0.0314
C (-1.3531, 5.0493, 1.9333)  -0.0252
C (-1.3079, 4.2688, 0.7953)  -0.1966
N (-0.9105, 2.9878, 0.8105)  -0.1090
C (-0.4755, 2.4729, 1.9659)  -0.1699
C (-0.5532, 3.1523, 3.1784)  -0.2063
C (-1.0186, 4.4689, 3.1441)  0.0113
C (-0.2733, 2.5333, 4.4734)  -0.0406
C (0.8023, 1.8487, 4.8741)  -0.0198
C (2.0309, 1.6028, 4.1407)  -0.2519
C (3.1638, 1.1188, 4.8089)  0.0151
C (4.2932, 0.8875, 4.0426)  -0.1110
N (4.3314, 1.1565, 2.7423)  0.0926
C (3.2325, 1.6774, 2.2277)  -0.2200
N (2.0882, 1.8842, 2.8373)  0.1468
H (-1.6673, 6.0773, 1.8659)  0.1162
H (-1.5763, 4.6733, -0.1721)  0.0471
H (-0.0534, 1.4766, 1.9110)  0.0710
H (-1.0832, 5.0387, 4.0579)  0.1254
H (-1.0514, 2.7267, 5.2038)  0.1226
H (0.8279, 1.4961, 5.8957)  0.1139
H (3.1499, 0.9421, 5.8726)  0.1136
H (5.1977, 0.4781, 4.4747)  0.1129
H (3.2655, 1.9633, 1.1853)  0.1013
S (1.3576, -0.6993, 0.3917)  0.6594
C (2.9425, -0.4695, -0.0779)  -0.8605
N (3.9555, -1.2496, 0.2883)  0.0357
C (5.2317, -0.7653, -0.2029)  -0.1215
C (4.8258, 0.4571, -1.0503)  -0.1169
N (3.3811, 0.4809, -0.9163)  -0.0046
H (3.8531, -2.0179, 0.9273)  0.1436
H (5.7288, -1.5316, -0.8010)  0.1198
H (5.8818, -0.4866, 0.6293)  0.1143
H (5.1007, 0.3449, -2.1018)  0.1196
H (5.2644, 1.3817, -0.6725)  0.1211
H (2.8279, 1.3033, -1.1167)  0.0548
C (0.9045, 0.1418, -2.8595)  -0.3681
Te (0.1777, 1.5372, -1.3402)  1.2826
C (0.2818, 3.0181, -2.9516)  -0.4141
H (1.8783, 0.4682, -3.2210)  0.0111
H (0.2234, 0.1187, -3.7090)  0.0006
H (0.9996, -0.8595, -2.4454)  -0.0144
H (-0.3744, 2.7751, -3.7849)  -0.0029
H (1.3136, 3.0312, -3.3004)  0.0066
H (0.0280, 4.0035, -2.5742)  -0.0164

Cartesian forces (eV/Å) of the 2 atoms listed first:
0.6 -0.9 0.5
0.6 -0.8 -0.6

***

Computed, not measured: a molecular structure, C34H33IrN8O4S3, with wB97M-V/def2-TZVPD.

Computed properties:
Expectation value of S²: 0.77
Total charge: +1
Relative energy (zero: lowest compared OMol25 entry of this formula, charge and spin): 1.202 eV
LUMO energy (alpha / beta): -3.39 / -4.15 eV
2S+1: 2
Highest occupied orbital energy (alpha / beta): -0.3737 / -0.3849 Eh
Gap between HOMO and LUMO (alpha / beta): 0.2492 / 0.2323 Eh

Each line ends with the Löwdin charge.
Geometry (Å):
Ir (-1.1457, 0.5638, 0.5537)  1.2029
C (2.5706, 0.0573, 1.0249)  -0.0069
C (1.5002, -0.8324, 1.5793)  -0.2393
N (0.3505, -0.8769, 0.7571)  -0.1399
N (0.1545, -2.0736, 0.2375)  -0.0308
C (-1.0176, -2.2891, -0.3397)  -1.0547
S (-2.3307, -1.2223, -0.2620)  0.7093
S (-1.2325, -3.7435, -1.2552)  0.9632
C (0.3166, -4.6643, -0.9642)  -0.3922
C (1.4458, -4.2415, -1.8637)  -0.2931
C (2.4327, -3.3695, -1.4118)  -0.0609
C (3.4686, -2.9851, -2.2511)  -0.0968
C (3.5271, -3.4623, -3.5532)  -0.0860
C (2.5510, -4.3373, -4.0076)  -0.0726
C (1.5206, -4.7271, -3.1651)  -0.0446
C (1.6620, -1.6276, 2.6718)  -0.0796
C (2.9804, -1.8129, 3.2592)  -0.0323
C (3.1955, -2.7249, 4.2188)  -0.0626
C (2.1092, -3.5338, 4.7302)  -0.0464
C (0.8482, -3.3661, 4.3046)  0.0033
C (0.5100, -2.3359, 3.3247)  -0.3287
O (-0.6540, -2.0084, 3.1377)  0.0369
H (3.0495, -0.4379, 0.1743)  0.0877
H (3.3359, 0.3130, 1.7521)  0.0817
H (2.1281, 0.9772, 0.6488)  0.0552
H (0.0266, -5.6968, -1.1581)  0.0830
H (0.5734, -4.5680, 0.0876)  0.0813
H (2.3889, -3.0099, -0.3916)  0.0921
H (4.2449, -2.3242, -1.8839)  0.1005
H (4.3387, -3.1677, -4.2055)  0.1043
H (2.5976, -4.7260, -5.0163)  0.1076
H (0.7658, -5.4181, -3.5232)  0.1178
H (3.8182, -1.2591, 2.8592)  0.1043
H (4.1932, -2.8856, 4.6034)  0.1099
H (2.3313, -4.2761, 5.4867)  0.1144
H (0.0196, -3.9361, 4.7034)  0.1212
N (-2.4028, 0.6448, -5.7422)  0.1184
C (-2.6589, 1.2315, -4.5289)  -0.3099
C (-3.4505, 0.5747, -3.5753)  -0.0146
C (-3.6795, 1.1463, -2.3445)  -0.0863
C (-3.1043, 2.3733, -2.0293)  -0.3225
C (-2.3411, 3.0484, -2.9720)  -0.0729
C (-2.1172, 2.4838, -4.2128)  -0.0213
S (-3.3771, 3.0776, -0.4510)  0.6313
O (-4.7752, 3.1689, -0.1747)  -0.2556
O (-2.5474, 4.2523, -0.3444)  -0.3015
N (-2.7536, 1.8802, 0.5114)  -0.2151
C (-2.9913, 1.7977, 1.8366)  -0.4753
N (-3.7050, 2.6093, 2.6021)  0.1724
C (-3.7697, 2.2671, 3.8821)  -0.0841
C (-3.1196, 1.1592, 4.4260)  -0.0273
C (-2.3385, 0.4056, 3.5767)  -0.0974
N (-2.2827, 0.7196, 2.2841)  -0.0500
H (-2.9677, -0.1360, -6.0249)  0.0989
H (-2.0517, 1.2178, -6.4885)  0.0975
H (-3.8882, -0.3867, -3.8147)  0.1200
H (-4.3077, 0.6432, -1.6206)  0.1095
H (-1.9438, 4.0267, -2.7339)  0.1159
H (-1.5364, 3.0183, -4.9552)  0.1139
H (-4.3618, 2.9194, 4.5145)  0.1213
H (-3.2136, 0.9059, 5.4704)  0.1083
H (-1.7781, -0.4670, 3.8858)  0.0996
C (1.5837, 0.2828, -2.6498)  0.0486
C (0.7222, 1.1312, -1.7696)  -0.4754
O (-0.3959, 0.7194, -1.3998)  -0.1463
N (1.1577, 2.3387, -1.4121)  0.1217
C (0.2960, 3.2995, -0.7297)  -0.0937
C (0.4564, 3.2651, 0.7641)  -0.2275
C (1.0554, 4.3213, 1.4308)  0.0145
C (1.2742, 4.2404, 2.7946)  -0.0167
C (0.9164, 3.0756, 3.4512)  -0.0159
C (0.3097, 2.0697, 2.7284)  -0.1046
N (0.0456, 2.1638, 1.4158)  -0.0105
H (0.9839, -0.5308, -3.0484)  0.1050
H (2.3860, -0.1511, -2.0485)  0.0754
H (2.0281, 0.8588, -3.4605)  0.0982
H (2.0704, 2.6336, -1.7208)  0.1628
H (-0.7328, 3.0891, -0.9985)  0.0669
H (0.5335, 4.2936, -1.1021)  0.1432
H (1.3441, 5.2011, 0.8726)  0.1263
H (1.7298, 5.0629, 3.3292)  0.1231
H (1.0920, 2.9408, 4.5088)  0.1206
H (0.0323, 1.1415, 3.2044)  0.1017

Cartesian forces (eV/Å) of the 2 atoms listed first:
0.4 0.3 0.2
0.1 0.1 0.0

***

Computed, not measured: a molecular structure, C34H33N6O3S2Tc in a non-equilibrium geometry, with wB97M-V/def2-TZVPD.

Computed properties:
Expectation value of S²: 1.19
Total charge: +1
Relative energy (zero: lowest compared OMol25 entry of this formula, charge and spin): 0.000 eV
LUMO energy (alpha / beta): -5.55 / -4.30 eV
2S+1: 2
Highest occupied orbital energy (alpha / beta): -0.3701 / -0.3700 Eh
Gap between HOMO and LUMO (alpha / beta): 0.1662 / 0.2119 Eh

Each line ends with the Löwdin charge.
Geometry (Å):
Tc (1.1750, -0.1481, -1.0830)  1.0315
O (-3.5666, -4.7643, 0.2455)  -0.0218
C (-2.3806, -5.1081, 0.4560)  -0.6938
O (-1.8687, -6.0253, 1.0856)  0.0150
C (-1.4060, -4.0395, -0.0864)  -0.0782
C (-0.2181, -3.8078, 0.5945)  0.0769
C (0.5791, -2.7519, 0.1981)  -0.1892
N (0.2386, -1.9842, -0.8470)  -0.0121
C (-0.8882, -2.2201, -1.5355)  -0.1804
C (-1.7414, -3.2443, -1.1738)  0.0722
C (-1.1036, -1.2686, -2.6413)  -0.1724
C (-2.0674, -1.4358, -3.6233)  0.0313
C (-2.1363, -0.5252, -4.6627)  -0.0138
C (-1.2342, 0.5276, -4.7047)  -0.0226
C (-0.3035, 0.6433, -3.6927)  -0.1108
N (-0.2483, -0.2246, -2.6762)  -0.0538
C (1.8458, -2.3365, 0.8293)  -0.1734
C (2.5402, -3.1310, 1.7280)  0.0305
C (3.7771, -2.7097, 2.1811)  -0.0129
C (4.2915, -1.5070, 1.7189)  -0.0280
C (3.5412, -0.7547, 0.8400)  -0.1389
N (2.3358, -1.1493, 0.4125)  -0.0481
H (0.0289, -4.4473, 1.4314)  0.1318
H (-2.6860, -3.4123, -1.6719)  0.1310
H (-2.7391, -2.2810, -3.5824)  0.1272
H (-2.8772, -0.6453, -5.4415)  0.1251
H (-1.2428, 1.2484, -5.5092)  0.1199
H (0.4239, 1.4445, -3.6732)  0.1128
H (2.1252, -4.0783, 2.0411)  0.1276
H (4.3421, -3.3224, 2.8706)  0.1253
H (5.2642, -1.1519, 2.0277)  0.1202
H (3.8879, 0.1971, 0.4625)  0.0937
S (2.1898, 1.9272, -1.0171)  0.7135
C (3.4434, 1.8982, -2.1985)  -0.6583
C (4.2400, 3.0363, -2.4368)  -0.1083
C (5.2261, 2.9936, -3.3865)  -0.0522
C (5.4588, 1.8153, -4.1248)  -0.0507
C (4.7059, 0.6937, -3.9005)  -0.1072
C (3.6848, 0.7158, -2.9280)  -0.6523
S (2.7616, -0.7061, -2.6234)  0.7580
H (4.0561, 3.9382, -1.8671)  0.1092
H (5.8316, 3.8705, -3.5732)  0.1162
H (6.2406, 1.7971, -4.8725)  0.1169
H (4.8834, -0.2168, -4.4586)  0.1107
N (1.6819, 1.1424, 2.5952)  0.1012
C (0.4837, 1.1361, 3.3211)  -0.3279
C (0.2308, 0.1318, 4.2553)  -0.0459
C (-0.9593, 0.1176, 4.9647)  -0.0866
C (-1.9266, 1.0900, 4.7451)  -0.1012
C (-1.6813, 2.0818, 3.8051)  -0.1003
C (-0.4896, 2.1088, 3.0965)  -0.0503
H (2.4664, 0.7657, 3.1059)  0.0875
H (1.9066, 2.0362, 2.1832)  0.0751
H (0.9810, -0.6306, 4.4373)  0.1099
H (-1.1305, -0.6604, 5.6979)  0.1108
H (-2.8490, 1.0838, 5.3101)  0.1060
H (-2.4159, 2.8609, 3.6382)  0.1007
H (-0.2978, 2.8998, 2.3783)  0.1106
C (-2.0952, -1.0695, 1.6546)  0.0070
N (-2.5452, 0.1759, 1.0530)  -0.0424
C (-3.9233, 0.5444, 1.3663)  -0.1368
C (-4.4188, 1.6294, 0.4364)  -0.1346
C (-3.3639, 2.7147, 0.3867)  -0.1364
N (-2.1113, 2.1446, -0.0989)  -0.0664
C (-1.2677, 2.9956, -0.9142)  -0.0349
C (-1.7034, 0.9245, 0.3185)  -0.4517
O (-0.5659, 0.4705, 0.0349)  -0.1468
H (-2.4857, -1.9322, 1.1091)  0.0952
H (-2.4646, -1.1102, 2.6791)  0.1007
H (-1.0106, -1.0991, 1.6824)  0.0796
H (-3.9712, 0.8760, 2.4089)  0.1215
H (-4.5337, -0.3563, 1.2815)  0.1377
H (-5.3712, 2.0223, 0.7895)  0.1264
H (-4.5695, 1.2277, -0.5683)  0.1256
H (-3.2164, 3.1474, 1.3828)  0.1206
H (-3.6438, 3.5243, -0.2853)  0.1269
H (-1.8442, 3.3829, -1.7564)  0.0983
H (-0.4213, 2.4319, -1.2880)  0.0041
H (-0.8842, 3.8418, -0.3377)  0.0994

Cartesian forces (eV/Å) of the 2 atoms listed first:
0.2 0.2 -0.2
0.4 -0.2 -0.1